Formula: C24H26I2N2O10P
Source: OMol25
Level of theory: the ωB97M-V functional and the def2-TZVPD basis

XYZ file:
```
65
Properties=species:S:1:pos:R:3:mulliken_charge:R:1
C 4.755 -2.081 -0.843 -0.73
C 3.823 -0.767 -0.632 0.60
O 3.323 -0.582 0.500 -0.54
O 3.617 0.040 -1.791 -0.27
C 3.721 1.453 -1.509 -0.29
C 2.507 2.159 -2.344 -0.88
N 1.205 1.719 -1.712 0.34
C 0.603 2.568 -0.700 -0.20
C -0.722 2.195 0.062 -0.43
P -1.361 3.408 1.373 0.27
N -2.486 4.371 0.768 -0.61
C -1.444 0.838 -0.299 -0.20
C -0.774 -0.034 -1.415 0.60
C -1.324 -1.450 -1.915 -0.57
I -1.153 -1.779 -4.061 0.22
C -2.841 -1.769 -1.436 -0.40
C -2.825 -2.363 0.061 -0.94
I -3.597 -3.342 -2.796 0.08
C 0.533 0.494 -2.056 -0.39
H 5.848 -1.824 -1.029 0.34
H 4.561 -2.744 0.062 0.17
H 4.280 -2.629 -1.746 0.26
H 4.689 1.946 -1.865 0.34
H 3.550 1.746 -0.419 0.34
H 2.593 3.298 -2.294 0.37
H 2.584 1.734 -3.401 0.33
H 1.167 3.549 -0.482 0.32
H -0.216 4.188 1.784 0.10
H -1.792 2.616 2.493 0.12
H -2.656 4.112 -0.216 0.23
H -2.389 0.498 0.242 0.31
H -0.656 -2.249 -1.408 0.35
H -3.442 -0.804 -1.558 0.46
H -3.808 -2.896 0.283 0.37
H -2.549 -1.572 0.843 0.28
H -1.998 -3.172 0.106 0.34
H 1.026 -0.154 -2.866 0.21
C 5.403 -5.919 0.491 -0.78
C 5.577 -6.951 1.321 0.33
C 5.522 -8.358 0.831 0.80
O 5.704 -9.274 1.612 -0.59
C 5.244 -8.581 -0.592 -0.86
C 5.067 -7.549 -1.419 0.31
C 5.148 -6.142 -0.935 1.13
O 4.999 -5.222 -1.725 -0.63
O 4.805 -7.741 -2.743 -0.56
O 5.811 -6.759 2.647 -0.56
H 5.442 -4.893 0.833 0.32
H 5.189 -9.607 -0.931 0.42
H 4.720 -6.845 -3.124 0.34
H 5.902 -7.655 3.027 0.35
C -7.690 7.211 2.679 -0.97
C -6.963 7.625 1.639 0.40
C -5.717 6.916 1.231 0.87
O -5.087 7.311 0.264 -0.62
C -5.293 5.757 2.025 -0.63
C -6.019 5.346 3.066 0.26
C -7.279 6.038 3.458 0.81
O -7.926 5.622 4.404 -0.61
O -5.636 4.272 3.816 -0.57
O -7.331 8.714 0.908 -0.56
H -8.597 7.715 2.984 0.41
H -4.377 5.261 1.729 0.58
H -6.325 4.177 4.503 0.35
H -6.647 8.806 0.216 0.35
```

Values from the calculation:
orbital gap = 6.103 eV
LUMO energy = -0.179 Eh
E_tot = -74240.5805 eV
net charge = +1